Entry 1:
Below is a cluster of 7 separate species, C43H97N3O11 in total in a non-equilibrium geometry, with properties calculated with ωB97M-V/def2-TZVPD.

Structure (XYZ):
```
154
C43H97N3O11 ωB97M-V/def2-TZVPD
C 0.997 1.825 -3.467
C 2.537 1.920 -3.304
C 3.240 1.254 -4.509
C 2.934 3.384 -3.281
C 4.375 3.683 -2.812
C 4.675 2.966 -1.484
C 4.310 1.480 -1.489
C 5.306 0.559 -2.220
C 4.283 1.030 -0.026
N 2.923 1.358 -1.995
O 2.444 0.034 -1.850
H 0.801 1.030 -4.185
H 0.538 1.593 -2.508
H 0.571 2.763 -3.817
H 2.652 1.558 -5.382
H 4.208 1.711 -4.718
H 3.341 0.171 -4.489
H 2.874 3.763 -4.312
H 2.232 4.064 -2.792
H 5.094 3.558 -3.619
H 4.345 4.743 -2.544
H 4.019 3.452 -0.763
H 5.738 3.101 -1.289
H 6.335 0.679 -1.881
H 5.324 0.585 -3.309
H 5.028 -0.488 -2.050
H 3.387 1.350 0.509
H 5.168 1.305 0.545
H 4.203 -0.062 -0.005
H 2.953 -0.480 -2.502
C -0.729 0.252 0.306
C -1.477 -0.806 1.134
C -1.379 -0.521 2.622
C -2.970 -0.785 0.754
C -3.370 -1.483 -0.545
C -2.772 -2.902 -0.574
C -1.245 -2.901 -0.382
C -0.845 -4.371 -0.177
C -0.613 -2.378 -1.695
N -0.944 -2.133 0.822
O 0.423 -2.258 1.200
H -0.774 0.033 -0.763
H -1.098 1.256 0.517
H 0.354 0.212 0.460
H -1.832 -1.369 3.140
H -0.342 -0.378 2.922
H -1.977 0.351 2.891
H -3.510 -1.218 1.597
H -3.262 0.256 0.579
H -4.460 -1.506 -0.530
H -3.032 -0.963 -1.442
H -2.991 -3.267 -1.585
H -3.316 -3.547 0.119
H -1.230 -4.954 0.651
H 0.251 -4.355 -0.122
H -1.022 -4.906 -1.111
H -0.177 -3.243 -2.209
H 0.295 -1.786 -1.531
H -1.294 -1.863 -2.364
H 0.903 -2.083 0.374
C 3.974 6.761 3.758
C 3.084 5.534 3.587
C 3.897 4.442 2.834
C 2.751 5.017 5.004
C 1.642 3.983 4.987
C 0.386 4.588 4.360
C 0.662 5.055 2.920
C 0.679 3.811 2.015
C -0.532 5.948 2.511
N 1.845 5.909 2.922
O 2.125 6.351 1.592
H 3.416 7.566 4.240
H 4.850 6.550 4.374
H 4.370 7.089 2.794
H 4.102 4.827 1.834
H 4.865 4.295 3.313
H 3.331 3.515 2.786
H 3.676 4.593 5.410
H 2.535 5.834 5.697
H 1.966 3.078 4.473
H 1.335 3.682 5.994
H 0.017 5.421 4.956
H -0.273 3.717 4.297
H 1.326 3.985 1.146
H -0.325 3.543 1.700
H 1.224 2.946 2.408
H -1.455 5.370 2.507
H -0.379 6.248 1.470
H -0.523 6.828 3.149
H 2.024 7.305 1.678
C 0.006 -4.834 3.880
O -0.991 -4.769 4.885
C -2.303 -4.607 4.356
C -2.678 -5.705 3.353
O -4.077 -5.675 3.188
C -4.524 -6.640 2.288
H -0.106 -5.675 3.195
H 0.982 -4.927 4.356
H 0.014 -3.856 3.379
H -2.281 -3.636 3.849
H -2.991 -4.671 5.194
H -2.303 -6.691 3.651
H -2.248 -5.422 2.383
H -5.577 -6.548 2.037
H -4.296 -7.648 2.662
H -4.004 -6.612 1.314
C -0.624 -3.769 -6.576
O -1.146 -2.498 -6.892
C -1.574 -1.749 -5.766
C -1.761 -0.307 -6.223
O -0.576 0.399 -6.434
C 0.363 -0.068 -7.369
H -1.400 -4.533 -6.482
H 0.012 -3.803 -5.685
H 0.036 -4.010 -7.412
H -0.825 -1.744 -4.962
H -2.470 -2.238 -5.363
H -2.341 0.256 -5.492
H -2.343 -0.306 -7.157
H 1.073 0.695 -7.675
H -0.162 -0.349 -8.294
H 0.855 -0.974 -7.012
C 2.884 -9.304 -4.307
O 2.322 -8.497 -3.307
C 1.583 -7.434 -3.827
C 0.889 -6.647 -2.741
O -0.262 -7.278 -2.232
C -1.503 -6.930 -2.789
H 2.128 -9.886 -4.836
H 3.622 -9.970 -3.857
H 3.494 -8.708 -5.002
H 0.807 -7.696 -4.570
H 2.255 -6.796 -4.428
H 0.624 -5.651 -3.120
H 1.571 -6.521 -1.895
H -2.155 -6.662 -1.955
H -1.917 -7.707 -3.433
H -1.461 -6.003 -3.383
C -3.761 2.872 3.976
O -4.880 3.720 3.827
C -4.751 4.903 4.588
C -5.824 5.872 4.102
O -5.990 6.992 4.939
C -6.637 6.731 6.154
H -2.791 3.364 3.861
H -3.832 2.104 3.204
H -3.822 2.351 4.937
H -3.750 5.328 4.450
H -4.873 4.718 5.664
H -6.756 5.338 3.887
H -5.479 6.266 3.143
H -7.689 6.436 6.055
H -6.616 7.627 6.770
H -6.163 5.923 6.722
```

Maximum force ... 1.95 eV Å⁻¹
Frontier orbital gap ... 0.3115 hartree
Energy above the lowest of the compared OMol25 structures with the same formula, charge and spin ... 24.4 kJ/mol
SMILES ... CC1(C)CCCC(C)(C)N1O.CC1(C)CCCC(C)(C)N1O.CC1(C)CCCC(C)(C)N1O.COCCOC.COCCOC.COCCOC.COCCOC
Charge ... 0

Entry 2:
Below is a cluster of 11 separate species, C44H100F6O13 in total in a non-equilibrium geometry, with properties calculated with ωB97M-V/def2-TZVPD.

Structure (XYZ):
```
163
C44H100F6O13 ωB97M-V/def2-TZVPD
C 1.584 -5.757 0.553
C 0.293 -5.676 1.342
O 0.473 -4.714 2.385
C -0.222 -4.920 3.441
O -1.100 -5.698 3.669
C 0.241 -3.960 4.574
F 1.544 -3.528 4.431
F -0.586 -2.857 4.657
F 0.239 -4.630 5.767
H 1.494 -6.413 -0.291
H 2.417 -6.024 1.166
H 1.831 -4.756 0.238
H -0.020 -6.593 1.862
H -0.507 -5.248 0.733
C 4.934 3.824 -0.171
C 4.231 2.530 -0.201
O 5.326 1.502 -0.161
C 5.228 0.318 -0.778
O 4.326 -0.140 -1.448
C 6.671 -0.365 -0.573
F 7.567 0.206 -1.388
F 7.155 -0.247 0.689
F 6.547 -1.657 -0.853
H 5.441 4.007 0.756
H 4.226 4.619 -0.366
H 5.639 3.808 -0.988
H 3.634 2.289 -1.132
H 3.594 2.229 0.652
C 1.437 3.873 2.388
C 2.134 5.190 2.554
O 3.381 4.983 3.105
C 4.128 6.209 3.212
C 5.257 6.053 4.164
H 0.401 4.058 2.103
H 1.865 3.287 1.554
H 1.488 3.352 3.352
H 2.234 5.777 1.607
H 1.564 5.879 3.187
H 4.501 6.559 2.283
H 3.353 6.968 3.605
H 6.030 5.313 3.874
H 4.902 5.763 5.196
H 5.842 6.953 4.357
C -3.292 -0.902 4.659
C -2.429 -0.379 5.747
O -1.355 0.397 5.202
C -0.387 0.662 6.163
C 0.691 1.638 5.644
H -3.899 -0.044 4.221
H -2.677 -1.362 3.813
H -4.039 -1.588 5.067
H -2.992 0.258 6.465
H -2.091 -1.199 6.353
H -0.883 1.192 6.981
H 0.097 -0.243 6.452
H 0.166 2.407 5.043
H 1.494 1.130 5.093
H 1.160 2.100 6.527
C -2.275 5.988 0.267
C -3.292 4.929 0.597
O -2.880 4.198 1.727
C -3.868 3.470 2.464
C -3.306 2.823 3.689
H -2.757 6.848 -0.176
H -1.770 6.329 1.154
H -1.465 5.708 -0.428
H -4.214 5.413 0.818
H -3.558 4.214 -0.245
H -4.765 4.167 2.650
H -4.314 2.722 1.778
H -4.125 2.361 4.185
H -2.878 3.585 4.300
H -2.665 2.032 3.408
C 5.258 -5.144 1.147
C 5.507 -6.231 2.176
O 4.361 -7.038 2.424
C 4.647 -8.377 3.011
C 3.633 -9.372 2.544
H 6.178 -4.642 0.883
H 4.791 -5.488 0.223
H 4.626 -4.300 1.522
H 6.349 -6.834 1.843
H 5.912 -5.838 3.171
H 5.703 -8.742 2.775
H 4.594 -8.285 4.095
H 2.895 -9.519 3.314
H 4.215 -10.318 2.305
H 3.065 -8.980 1.716
C -2.357 -3.217 0.293
C -1.625 -3.149 -1.008
O -0.313 -2.694 -0.668
C 0.524 -2.709 -1.836
C 2.029 -2.349 -1.642
H -2.369 -2.263 0.842
H -3.378 -3.511 0.098
H -1.879 -3.880 0.970
H -1.701 -4.130 -1.491
H -2.211 -2.503 -1.679
H 0.459 -3.683 -2.319
H 0.157 -2.014 -2.554
H 2.117 -1.295 -1.334
H 2.545 -2.549 -2.567
H 2.592 -2.891 -0.898
C 1.140 1.848 -2.204
C 0.351 1.332 -1.000
O 1.294 0.820 -0.113
C 0.718 0.545 1.139
C 1.810 -0.197 1.901
H 0.486 2.024 -3.002
H 1.740 2.712 -1.937
H 1.759 1.051 -2.587
H -0.231 2.147 -0.606
H -0.302 0.524 -1.271
H 0.264 1.418 1.602
H -0.105 -0.215 0.897
H 2.601 0.515 2.205
H 2.128 -1.077 1.388
H 1.368 -0.458 2.854
C 0.687 -3.531 -6.983
C 0.964 -2.299 -6.247
O -0.275 -1.729 -5.988
C -0.056 -0.417 -5.402
C -1.359 0.346 -5.265
H -0.036 -4.180 -6.492
H 0.147 -3.348 -7.868
H 1.582 -4.093 -7.193
H 1.468 -2.440 -5.272
H 1.680 -1.630 -6.781
H 0.565 -0.479 -4.441
H 0.596 0.193 -6.076
H -1.850 0.347 -6.234
H -1.087 1.392 -5.123
H -1.962 -0.089 -4.489
C -6.851 4.474 -2.158
C -5.531 4.145 -2.912
O -5.288 5.187 -3.918
C -4.475 4.729 -5.076
C -4.447 5.872 -6.027
H -6.673 5.424 -1.584
H -7.669 4.727 -2.808
H -7.201 3.697 -1.473
H -4.671 4.022 -2.302
H -5.587 3.186 -3.446
H -3.453 4.463 -4.694
H -4.889 3.839 -5.561
H -3.899 6.757 -5.636
H -5.452 6.186 -6.232
H -3.992 5.599 -7.068
C -4.460 -2.433 -5.266
C -4.920 -1.280 -4.288
O -3.976 -1.082 -3.270
C -4.457 0.016 -2.466
C -3.339 0.320 -1.457
H -5.028 -2.458 -6.167
H -3.476 -2.238 -5.711
H -4.583 -3.321 -4.698
H -5.090 -0.329 -4.797
H -5.879 -1.540 -3.816
H -4.707 0.893 -3.136
H -5.374 -0.314 -2.031
H -2.839 -0.553 -1.125
H -3.773 0.747 -0.524
H -2.585 0.961 -1.847
```

Maximum force ... 3.19 eV Å⁻¹
Frontier orbital gap ... 0.3707 hartree
SMILES ... CCOC(=O)C(F)(F)F.CCOC(=O)C(F)(F)F.CCOCC.CCOCC.CCOCC.CCOCC.CCOCC.CCOCC.CCOCC.CCOCC.CCOCC
Charge ... 0